Computed, not measured: a 10-piece molecular cluster, C51H91BrN10O14S overall, with ωB97M-V/def2-TZVPD.

```
168
Properties=species:S:1:pos:R:3:forces:R:3:lowdin_charge:R:1
C 1.2454 2.4848 1.4909 -0.175 0.156 -0.261 0.0580
C 0.2806 2.6116 0.5983 -0.369 0.008 0.058 -0.1360
C -0.8474 1.6385 0.4846 0.531 -0.057 -0.056 -0.1059
C -2.0956 1.8330 1.0663 -0.035 0.959 1.185 -0.1511
C -2.3100 3.1591 1.8189 -0.775 -0.681 -1.714 -0.1257
C -2.9143 4.1154 0.7542 0.405 0.744 0.117 -0.1735
C -2.5818 5.5979 0.9966 0.287 0.017 -0.265 -0.1646
C -1.0840 5.9196 0.9617 0.051 0.299 0.344 -0.1487
O -0.7653 6.7298 -0.2092 -0.181 -0.864 -0.858 -0.0297
C 0.3830 6.3173 -0.8185 1.485 0.581 0.620 -0.5260
C 0.3259 5.8443 -2.2537 -0.598 -0.250 -0.023 0.0192
O 1.4465 6.3600 -0.2340 -0.876 -0.260 -0.318 0.1007
C -3.0779 0.8592 0.9205 -0.856 0.194 0.923 -0.4011
S -4.7288 1.0853 1.6192 -0.168 0.578 -0.003 0.8505
C -2.8816 -0.3048 0.1921 -0.366 -0.522 -0.306 -0.1694
C -3.9729 -1.3589 0.0508 0.907 0.340 0.792 -0.1369
C -3.9701 -2.1844 1.3422 -0.769 0.321 -0.531 -0.2316
N -4.9905 -2.2957 2.0803 0.266 -0.263 0.196 0.0881
C -1.6465 -0.4576 -0.4006 0.205 -1.106 -0.673 -0.0468
C -0.6527 0.4833 -0.2427 1.247 0.065 -0.577 -0.0268
C 0.6647 0.2058 -0.9432 -0.158 -0.167 0.181 -0.2369
O 1.7561 0.4305 -0.4748 -0.478 -0.310 -0.358 0.1462
C 0.5188 -0.4448 -2.3068 0.859 0.464 -0.244 -0.1583
C 1.4324 -0.0448 -3.4479 -0.561 0.968 -0.134 -0.1530
C 2.1054 1.3305 -3.2658 0.965 0.144 -0.257 -0.1490
C 3.5413 1.2239 -2.7154 -0.552 -0.617 0.873 -0.2345
O 3.7524 2.1569 -1.6700 0.055 0.065 -0.392 -0.1972
C 4.7446 1.7121 -0.7611 0.385 0.403 0.187 -0.1077
C -0.4302 -1.3552 -2.4155 -0.679 -0.556 -0.125 -0.4849
Br -0.7214 -2.3253 -4.0420 0.153 0.131 0.583 0.8420
C -1.3293 -1.6613 -1.2496 -0.003 -0.205 0.267 -0.3167
O -1.7313 -2.7820 -1.0078 0.204 0.752 -0.343 0.0761
H 2.0688 3.1888 1.4811 0.046 -0.137 0.244 0.0766
H 1.2079 1.6448 2.1746 0.276 0.151 0.123 0.0868
H 0.3008 3.4247 -0.1247 0.052 -0.057 0.010 0.1050
H -1.3356 3.5219 2.1361 -0.174 -0.038 0.343 0.0997
H -3.0206 3.0362 2.6304 0.313 -0.003 0.213 0.0721
H -2.5204 3.8693 -0.2417 0.032 -0.078 0.100 0.1208
H -3.9990 4.0171 0.6856 0.069 -0.172 0.142 0.0907
H -2.9938 5.9696 1.9361 -0.200 -0.156 -0.089 0.1095
H -3.0307 6.1668 0.1785 -0.134 0.111 0.239 0.1035
H -0.7749 6.4847 1.8438 0.016 -0.041 -0.070 0.1272
H -0.4633 5.0266 0.9099 -0.092 0.017 0.168 0.0814
H 1.0043 4.9978 -2.3695 0.109 0.143 0.151 0.0802
H -0.6717 5.5080 -2.5439 0.015 0.238 0.036 0.0815
H 0.6646 6.6239 -2.9370 -0.076 0.073 0.120 0.0886
H -4.5549 0.8768 2.9429 0.511 -0.019 -0.273 -0.1025
H -4.9140 -0.8231 -0.0373 -0.144 -0.399 -0.208 0.0757
H -3.7545 -1.9942 -0.8028 -0.295 0.035 0.032 0.0921
H -3.0399 -2.6685 1.6432 -0.018 0.018 -0.120 0.1145
H -5.7637 -1.7673 1.6752 -0.044 -0.016 0.048 0.0310
H 2.1424 -0.8293 -3.7188 0.044 0.021 0.198 0.1277
H 0.7708 0.0713 -4.3133 -0.009 -0.323 0.029 0.0922
H 2.1894 1.8439 -4.2290 -0.321 -0.193 -0.054 0.1086
H 1.5188 1.9996 -2.6323 0.046 -0.159 0.102 0.1087
H 4.2945 1.3184 -3.5076 -0.032 0.125 0.065 0.1265
H 3.6440 0.2239 -2.2735 0.113 0.016 -0.218 0.1131
H 5.4317 0.9914 -1.2151 -0.195 0.092 0.085 0.0502
H 4.2994 1.2861 0.1464 -0.132 -0.079 -0.195 0.0821
H 5.3333 2.5871 -0.4622 -0.066 -0.060 0.007 0.0842
C -1.7101 -5.5932 -2.1500 -0.122 -0.307 -0.010 -0.0181
C -2.5974 -6.8136 -2.1637 -0.075 -0.041 0.077 -0.5465
O -3.5732 -6.9243 -1.4412 -0.004 -0.001 -0.019 0.0338
N -2.2698 -7.8171 -3.0296 0.174 0.308 0.068 0.0008
C -1.1559 -7.8683 -3.9598 -0.450 -0.484 0.092 -0.0749
H -2.0822 -4.8864 -1.4242 -0.100 -0.068 0.037 0.0533
H -0.6911 -5.8710 -1.8740 0.052 0.077 -0.126 0.0918
H -1.7086 -5.1161 -3.1306 0.145 0.021 0.018 0.0523
H -2.8987 -8.6027 -2.9917 0.009 -0.007 -0.010 0.1167
H -1.5534 -7.9824 -4.9707 0.246 0.045 -0.102 0.0795
H -0.5367 -8.7361 -3.7209 0.178 0.085 -0.159 0.0744
H -0.5471 -6.9722 -3.9150 -0.062 0.031 0.073 0.0728
C 8.9686 0.8744 -2.8984 -0.095 0.048 -0.064 -0.0018
C 8.1961 0.0755 -1.8769 -0.111 -0.088 0.054 -0.5416
O 7.0152 -0.2089 -2.0266 0.103 -0.034 -0.135 0.0061
N 8.8652 -0.3213 -0.7672 0.064 0.123 -0.231 0.0153
C 10.2561 -0.0692 -0.4280 -0.359 -0.434 0.254 -0.0804
H 8.3110 1.1225 -3.7265 -0.084 -0.072 0.061 0.0810
H 9.3392 1.7995 -2.4547 0.162 -0.060 -0.019 0.0781
H 9.8069 0.2914 -3.2809 0.086 0.105 0.039 0.0863
H 8.3002 -0.8502 -0.1220 0.007 -0.009 0.001 0.1391
H 10.7721 -1.0244 -0.3063 0.119 0.068 0.005 0.0837
H 10.2970 0.4799 0.5112 0.220 0.072 -0.057 0.0753
H 10.7551 0.5097 -1.1931 -0.042 0.074 0.038 0.0550
C 2.9525 -9.6510 -0.9534 0.060 0.006 -0.028 -0.0148
C 2.5247 -10.7522 -1.8973 -0.050 -0.125 -0.089 -0.5579
O 3.2639 -11.1841 -2.7665 0.068 0.084 0.018 0.0280
N 1.2697 -11.2512 -1.7423 0.311 0.224 0.007 0.0128
C 0.2675 -10.8570 -0.7718 -0.016 -0.445 -0.473 -0.0767
H 3.9688 -9.3528 -1.1927 -0.009 -0.080 -0.083 0.0799
H 2.3001 -8.7831 -1.0606 -0.019 -0.002 0.135 0.0782
H 2.9265 -10.0035 0.0785 -0.077 0.107 0.031 0.0823
H 1.0360 -11.9843 -2.3986 -0.139 -0.064 0.042 0.1094
H 0.0037 -11.7284 -0.1696 -0.142 0.143 0.137 0.0842
H -0.6179 -10.5130 -1.3121 -0.115 0.093 0.248 0.0685
H 0.6214 -10.0650 -0.1208 0.034 0.005 -0.039 0.0706
C -7.8472 5.7250 0.1788 0.008 -0.035 0.032 -0.0074
C -6.4972 6.3799 0.3474 0.112 0.000 0.049 -0.5392
O -5.6674 5.9663 1.1395 -0.080 -0.022 0.059 0.0340
N -6.2281 7.4664 -0.4269 -0.220 -0.163 0.026 0.0076
C -7.0835 8.0954 -1.4160 0.452 0.124 0.131 -0.0777
H -7.9179 4.8786 0.8552 0.115 0.025 0.025 0.0831
H -8.6441 6.4304 0.4178 -0.050 -0.023 -0.115 0.0838
H -7.9699 5.3651 -0.8435 -0.107 0.058 -0.003 0.0857
H -5.3128 7.8574 -0.2681 -0.002 0.013 -0.013 0.1372
H -6.5878 8.0738 -2.3880 -0.156 0.045 -0.078 0.0830
H -7.2590 9.1348 -1.1329 -0.132 0.009 -0.122 0.0824
H -8.0374 7.5861 -1.4957 0.017 -0.038 0.039 0.0705
C -1.3376 2.3969 6.6805 0.059 -0.082 -0.074 -0.0018
C -2.4395 2.5624 5.6627 -0.094 0.002 -0.090 -0.5421
O -2.5669 1.8082 4.7083 0.004 -0.116 -0.004 0.0125
N -3.3001 3.5961 5.8436 0.161 -0.085 0.079 0.0137
C -3.2939 4.5814 6.9119 -0.367 -0.149 -0.487 -0.0777
H -0.7314 1.5370 6.4102 -0.085 -0.015 -0.097 0.0811
H -0.7013 3.2822 6.6995 -0.047 0.024 0.168 0.0857
H -1.7588 2.2299 7.6722 0.078 0.133 0.050 0.0882
H -4.0144 3.6578 5.1348 -0.006 0.010 0.005 0.1367
H -4.2436 4.5284 7.4494 0.060 0.115 0.113 0.0846
H -3.1872 5.5767 6.4761 0.031 0.072 0.177 0.0862
H -2.4844 4.4131 7.6072 0.013 -0.006 -0.017 0.0297
C -4.4841 -2.3554 -4.2639 -0.039 0.015 -0.013 -0.0168
C -5.2991 -1.1124 -4.5257 -0.074 0.112 0.105 -0.5492
O -5.6326 -0.3514 -3.6333 0.043 -0.012 0.033 0.0319
N -5.6571 -0.8617 -5.8160 0.154 -0.207 0.112 0.0024
C -5.3534 -1.6467 -6.9975 -0.256 0.420 0.035 -0.0794
H -4.2709 -2.4285 -3.2012 -0.046 0.083 0.002 0.0696
H -5.0404 -3.2434 -4.5683 0.104 -0.042 -0.050 0.0895
H -3.5387 -2.3061 -4.8055 -0.068 -0.129 -0.019 0.0297
H -6.1987 -0.0195 -5.9270 -0.003 -0.001 -0.012 0.1367
H -4.7907 -1.0337 -7.7041 0.043 -0.152 -0.095 0.0817
H -6.2848 -1.9638 -7.4702 0.095 -0.120 -0.103 0.0818
H -4.7678 -2.5249 -6.7491 -0.001 0.016 0.055 0.0705
C -1.5854 -12.8815 -5.5698 0.052 -0.038 -0.006 -0.0061
C -1.5628 -12.8899 -4.0610 0.035 -0.023 0.124 -0.5453
O -0.6101 -13.3159 -3.4266 0.078 0.092 0.025 0.0266
N -2.6554 -12.4006 -3.4162 0.141 0.006 -0.311 0.0093
C -3.8727 -11.8567 -3.9938 0.164 -0.088 0.564 -0.0683
H -0.6542 -13.2983 -5.9411 0.029 -0.006 0.114 0.0855
H -2.4121 -13.4886 -5.9406 -0.041 0.103 -0.066 0.0854
H -1.6835 -11.8609 -5.9422 -0.098 -0.037 -0.066 0.0827
H -2.5786 -12.4349 -2.4115 -0.044 -0.010 0.005 0.1366
H -3.9959 -10.8291 -3.6476 -0.202 0.023 -0.151 0.0724
H -4.7195 -12.4512 -3.6483 -0.142 0.122 -0.148 0.0859
H -3.8460 -11.8691 -5.0775 0.077 -0.028 0.006 0.0735
C 12.6273 3.5680 1.5599 0.026 -0.061 -0.022 -0.0083
C 11.5433 3.5381 0.5096 -0.092 0.007 -0.138 -0.5409
O 11.4947 2.6726 -0.3512 0.086 0.067 0.022 0.0185
N 10.6059 4.5203 0.5519 0.236 -0.083 0.155 0.0092
C 10.5027 5.6213 1.4926 -0.294 -0.096 -0.356 -0.0737
H 13.2984 2.7292 1.4020 -0.067 -0.022 -0.090 0.0829
H 13.2015 4.4922 1.4866 -0.023 0.019 0.124 0.0850
H 12.1926 3.4841 2.5567 0.062 0.108 0.032 0.0851
H 9.9106 4.4456 -0.1739 -0.018 0.025 0.011 0.1398
H 9.5459 5.5617 2.0133 0.057 0.117 0.112 0.0847
H 10.5498 6.5658 0.9484 0.024 0.082 0.150 0.0840
H 11.3038 5.5948 2.2227 0.022 -0.048 -0.026 0.0707
C -2.5010 6.5782 10.7246 -0.031 -0.053 -0.029 -0.0047
C -1.3162 6.3048 9.8299 0.107 -0.054 -0.078 -0.5349
O -1.2753 5.3412 9.0799 0.058 0.032 0.147 0.0156
N -0.2779 7.1779 9.8841 -0.251 -0.021 0.121 0.0086
C -0.1494 8.3677 10.7058 0.314 -0.169 -0.312 -0.0742
H -3.2466 5.8032 10.5743 0.075 -0.042 -0.070 0.0828
H -2.1960 6.5696 11.7716 -0.055 0.112 0.013 0.0856
H -2.9467 7.5430 10.4799 0.012 0.032 0.122 0.0859
H 0.4806 6.9406 9.2644 0.013 0.016 0.007 0.1407
H -0.0196 9.2384 10.0613 -0.032 0.102 0.137 0.0839
H 0.7279 8.2697 11.3471 -0.057 0.134 0.094 0.0839
H -1.0253 8.5166 11.3272 -0.023 -0.046 -0.021 0.0710
```
Positions in Å, forces in eV/Å.

Output
ΔE to the lowest compared entry with this formula, charge and spin (eV): 0.0000
Calculated total energy (Ha): -6571.06207
SMILES string: [H]/N=C\Cc1c(S)c(CCCCOC(C)=O)c(C=C)c2c1C(=O)C(Br)=C(CCCOC)C2=O.CNC(C)=O.CNC(C)=O.CNC(C)=O.CNC(C)=O.CNC(C)=O.CNC(C)=O.CNC(C)=O.CNC(C)=O.CNC(C)=O
HOMO (hartree): -0.31204
Maximum force (hartree/bohr): 0.039
Charge: 0
Kohn-Sham gap (eV): 8.05